# 1
ORCA calculation (the ωB97M-V functional and the def2-TZVPD basis) on a 3-piece molecular cluster, C30H62N2O11PS2 overall at a distorted geometry.

Geometry (Å):
C1 -1.424 0.692 5.687
C2 -1.999 2.181 5.911
C3 -3.484 2.226 6.509
C4 -4.599 1.502 5.608
C5 -4.528 1.850 4.040
C6 -4.654 0.471 3.201
C7 -3.760 0.506 1.846
C8 -4.666 0.478 0.491
C9 -4.254 1.714 -0.446
C10 -4.282 1.414 -2.019
C11 -3.376 0.174 -2.474
C12 -1.884 0.609 -2.959
C13 -1.558 0.238 -4.486
C14 -0.189 -0.573 -4.688
C15 1.014 -0.082 -3.748
C16 1.645 -1.223 -2.799
C17 0.573 -2.106 -1.994
C18 0.209 -1.592 -0.506
N1 1.192 -0.665 0.117
C19 0.694 -0.017 1.366
C20 1.949 0.819 2.003
C21 2.106 2.308 1.405
C22 2.387 2.308 -0.203
C23 3.011 3.724 -0.683
C24 2.203 4.998 -0.140
N2 0.896 5.188 -0.829
C25 -0.502 1.027 1.155
O1 -1.001 1.379 0.037
O2 -1.015 1.642 2.304
P1 0.174 -1.252 2.742
C26 1.692 -2.436 2.861
O3 -1.244 -2.128 2.300
H1 -1.476 0.342 4.601
H2 -0.304 0.740 5.966
H3 -1.990 -0.034 6.384
H4 -1.879 2.795 4.941
H5 -1.308 2.693 6.683
H6 -3.794 3.306 6.758
H7 -3.449 1.679 7.528
H8 -4.581 0.373 5.824
H9 -5.626 1.866 5.997
H10 -5.457 2.471 3.792
H11 -3.623 2.481 3.744
H12 -4.321 -0.429 3.840
H13 -5.763 0.313 2.971
H14 -3.229 1.512 1.845
H15 -3.044 -0.379 1.895
H16 -5.746 0.666 0.850
H17 -4.669 -0.538 -0.023
H18 -3.239 2.177 -0.207
H19 -5.035 2.545 -0.244
H20 -3.926 2.381 -2.545
H21 -5.358 1.244 -2.388
H22 -3.930 -0.371 -3.311
H23 -3.253 -0.564 -1.595
H24 -1.849 1.762 -2.892
H25 -1.171 0.116 -2.214
H26 -2.411 -0.448 -4.851
H27 -1.622 1.176 -5.147
H28 0.130 -0.398 -5.787
H29 -0.347 -1.713 -4.617
H30 0.783 0.828 -3.103
H31 1.871 0.243 -4.455
H32 2.462 -0.737 -2.163
H33 2.196 -1.951 -3.511
H34 -0.427 -2.257 -2.542
H35 1.023 -3.161 -1.886
H36 0.188 -2.539 0.166
H37 -0.852 -1.177 -0.495
H38 2.106 -1.119 0.279
H39 2.951 0.269 1.833
H40 1.709 0.907 3.129
H41 3.078 2.740 1.866
H42 1.275 3.030 1.708
H43 1.450 2.083 -0.813
H44 3.157 1.450 -0.363
H45 2.923 3.720 -1.836
H46 4.141 3.762 -0.461
H47 2.860 5.926 -0.359
H48 2.022 5.000 0.986
H49 0.175 4.550 -0.464
H50 0.971 5.052 -1.846
H51 2.037 -2.344 3.958
H52 1.416 -3.525 2.640
H53 2.539 -2.045 2.195
H54 -1.731 -1.697 1.565
C27 7.899 -0.608 -1.083
C28 7.258 0.771 -1.133
O4 5.879 0.527 -1.406
S1 5.444 -0.882 -0.728
O5 4.823 -0.600 0.531
O6 4.832 -1.697 -1.733
O7 6.939 -1.448 -0.443
H55 8.075 -0.997 -2.090
H56 8.836 -0.607 -0.525
H57 7.696 1.406 -1.902
H58 7.327 1.274 -0.164
C29 0.677 -6.781 -3.158
C30 0.983 -6.975 -4.635
O8 0.135 -6.051 -5.314
S2 -0.075 -4.739 -4.378
O9 0.846 -3.732 -4.809
O10 -1.479 -4.503 -4.240
O11 0.482 -5.377 -2.994
H59 -0.250 -7.289 -2.877
H60 1.489 -7.129 -2.519
H61 0.788 -7.994 -4.971
H62 2.021 -6.711 -4.862

Summary:
Charge ... -1
HOMO-LUMO gap ... 0.21685 hartree
LUMO ... 1.7 eV

---

# 2
ORCA calculation (the ωB97M-V functional and the def2-TZVPD basis) on a 4-piece molecular cluster, C30H62N6 overall at a distorted geometry.

Geometry (Å):
C1 3.097 20.584 -1.241
C2 4.052 20.484 -0.041
N1 5.295 19.789 -0.427
C3 6.101 19.041 0.380
C4 7.192 18.668 -0.324
N2 7.084 19.264 -1.559
C5 5.980 20.020 -1.568
C6 8.065 19.215 -2.629
H1 2.196 21.121 -0.955
H2 2.848 19.623 -1.686
H3 3.629 21.153 -2.009
H4 3.538 20.001 0.788
H5 4.387 21.447 0.349
H6 5.827 18.784 1.391
H7 8.005 18.002 -0.087
H8 5.690 20.631 -2.401
H9 8.904 19.867 -2.393
H10 7.581 19.636 -3.509
H11 8.349 18.191 -2.853
C7 6.569 25.162 2.360
C8 7.986 25.670 2.221
N3 8.885 24.703 1.551
C9 8.459 23.707 0.673
C10 9.567 23.156 0.105
N4 10.667 23.833 0.573
C11 10.213 24.753 1.417
C12 12.031 23.876 0.038
H12 5.961 25.995 2.710
H13 6.541 24.268 2.979
H14 6.079 24.903 1.415
H15 8.384 25.777 3.231
H16 8.081 26.633 1.722
H17 7.416 23.526 0.494
H18 9.712 22.335 -0.577
H19 10.735 25.641 1.746
H20 12.006 23.860 -1.049
H21 12.562 22.982 0.360
H22 12.464 24.790 0.429
C13 10.683 22.632 -3.632
C14 9.369 22.089 -4.220
C15 8.722 23.145 -5.154
C16 7.510 22.535 -5.862
N5 6.845 23.522 -6.829
C17 5.750 22.783 -7.594
C18 5.797 23.329 -9.034
C19 6.909 24.368 -9.081
C20 7.799 24.056 -7.889
C21 6.248 24.670 -6.078
H23 11.075 21.979 -2.843
H24 10.569 23.600 -3.142
H25 11.464 22.626 -4.391
H26 8.767 21.933 -3.319
H27 9.504 21.159 -4.771
H28 9.413 23.520 -5.907
H29 8.450 23.989 -4.518
H30 6.680 22.221 -5.227
H31 7.800 21.668 -6.454
H32 4.783 22.716 -7.097
H33 6.043 21.732 -7.634
H34 4.831 23.775 -9.264
H35 5.992 22.482 -9.686
H36 6.536 25.390 -8.979
H37 7.369 24.417 -10.066
H38 8.316 24.901 -7.436
H39 8.624 23.367 -8.086
H40 5.578 24.232 -5.345
H41 5.703 25.327 -6.756
H42 7.004 25.339 -5.672
C22 1.741 22.774 -10.009
C23 1.420 21.902 -8.761
C24 1.566 22.786 -7.507
C25 0.926 22.055 -6.312
N6 0.671 22.835 -5.030
C26 -0.223 21.964 -4.146
C27 -1.013 22.958 -3.311
C28 -1.367 24.056 -4.318
C29 -0.188 24.040 -5.361
C30 1.958 23.106 -4.316
H43 1.058 22.615 -10.848
H44 2.685 22.504 -10.485
H45 1.674 23.843 -9.809
H46 2.139 21.089 -8.770
H47 0.365 21.642 -8.776
H48 1.035 23.726 -7.664
H49 2.580 23.105 -7.241
H50 1.551 21.199 -6.049
H51 -0.052 21.695 -6.625
H52 0.420 21.238 -3.656
H53 -0.985 21.452 -4.734
H54 -0.412 23.395 -2.513
H55 -1.948 22.567 -2.917
H56 -1.377 25.079 -3.948
H57 -2.295 23.927 -4.870
H58 0.407 24.946 -5.284
H59 -0.597 23.920 -6.356
H60 2.424 22.141 -4.134
H61 1.683 23.596 -3.386
H62 2.592 23.747 -4.921

Summary:
Charge ... +4
ΔE to the lowest compared entry with this formula, charge and spin ... 0.0 kJ/mol
HOMO-LUMO gap ... 0.36330 hartree
LUMO ... -9.5 eV

---

# 3
ORCA calculation (the ωB97M-V functional and the def2-TZVPD basis) on a 11-piece molecular cluster, C30H62N8O8 overall at a distorted geometry.

Geometry (Å):
C1 0.618 2.409 -3.740
N1 0.319 0.998 -3.645
C2 -1.031 0.586 -3.896
C3 1.334 0.120 -3.550
O1 1.226 -1.097 -3.483
H1 1.658 2.622 -3.498
H2 -0.016 2.985 -3.062
H3 0.474 2.832 -4.740
H4 -1.216 -0.466 -3.685
H5 -1.801 1.186 -3.415
H6 -1.233 0.649 -4.975
H7 2.323 0.590 -3.677
C4 -1.611 0.824 3.655
N2 -2.952 0.353 3.405
C5 -3.193 -0.166 2.078
C6 -3.842 0.201 4.422
O2 -4.995 -0.135 4.313
H8 -1.407 1.620 2.928
H9 -0.853 0.049 3.526
H10 -1.502 1.316 4.621
H11 -4.212 -0.533 1.996
H12 -3.010 0.593 1.317
H13 -2.534 -1.021 1.904
H14 -3.316 0.466 5.357
C7 4.131 -2.095 -2.252
N3 5.056 -1.170 -1.638
C8 5.376 -1.395 -0.227
C9 5.640 -0.182 -2.330
O3 6.356 0.681 -1.842
H15 3.137 -2.035 -1.816
H16 4.462 -3.128 -2.106
H17 4.039 -1.917 -3.322
H18 5.574 -0.443 0.263
H19 4.452 -1.786 0.195
H20 6.261 -2.016 -0.113
H21 5.394 -0.198 -3.406
C10 -4.119 -2.214 -2.326
N4 -4.470 -1.006 -1.585
C11 -4.120 0.263 -2.167
C12 -5.302 -1.059 -0.516
O4 -5.681 -0.067 0.077
H22 -3.072 -2.171 -2.625
H23 -4.703 -2.218 -3.250
H24 -4.324 -3.084 -1.714
H25 -4.478 1.149 -1.656
H26 -3.027 0.352 -2.118
H27 -4.378 0.348 -3.227
H28 -5.575 -2.077 -0.200
C13 3.529 3.636 2.945
N5 3.164 2.280 2.592
C14 3.775 1.695 1.409
C15 2.084 1.650 3.123
O5 1.704 0.563 2.733
H29 3.353 3.801 4.009
H30 2.934 4.375 2.403
H31 4.594 3.771 2.772
H32 3.497 2.253 0.508
H33 4.863 1.746 1.468
H34 3.497 0.660 1.245
H35 1.611 2.235 3.925
C16 -2.390 4.215 -2.104
C17 -2.033 4.993 -3.349
C18 -0.869 5.955 -3.333
O6 -2.722 4.903 -4.345
H36 -1.533 3.846 -1.549
H37 -3.059 3.400 -2.367
H38 -2.946 4.919 -1.477
H39 -0.842 6.542 -2.413
H40 -0.880 6.616 -4.197
H41 0.079 5.413 -3.428
C19 -2.495 -3.647 2.397
C20 -2.616 -4.406 1.101
C21 -3.330 -5.722 1.064
O7 -2.218 -3.897 0.069
H42 -3.365 -2.989 2.449
H43 -1.625 -2.997 2.406
H44 -2.517 -4.382 3.201
H45 -4.356 -5.688 1.430
H46 -2.776 -6.457 1.653
H47 -3.369 -6.068 0.032
C22 1.125 -2.411 3.597
C23 2.542 -2.749 3.935
C24 3.691 -2.180 3.164
O8 2.749 -3.524 4.853
H48 1.040 -2.248 2.517
H49 0.724 -1.521 4.081
H50 0.466 -3.233 3.872
H51 3.621 -1.094 3.061
H52 3.613 -2.540 2.135
H53 4.607 -2.448 3.680
C25 0.176 -0.823 -0.183
C26 -0.444 0.475 -0.442
N6 -0.974 1.479 -0.588
H54 0.841 -1.043 -1.019
H55 -0.593 -1.596 -0.155
H56 0.747 -0.735 0.741
C27 0.517 -4.142 -1.750
C28 1.428 -3.649 -0.716
N7 2.121 -3.260 0.110
H57 1.012 -4.413 -2.680
H58 -0.075 -3.248 -1.968
H59 -0.060 -4.972 -1.358
C29 0.478 4.055 0.781
C30 0.379 5.507 0.780
N8 0.299 6.649 0.778
H60 0.061 3.672 -0.155
H61 -0.191 3.595 1.507
H62 1.495 3.676 0.799

Summary:
ΔE to the lowest compared entry with this formula, charge and spin ... 0.0 kJ/mol
SMILES ... CN(C)C=O.CN(C)C=O.CN(C)C=O.CN(C)C=O.CN(C)C=O.CC(C)=O.CC(C)=O.CC(C)=O.CC#N.CC#N.CC#N
HOMO-LUMO gap ... 0.34745 hartree
LUMO ... 0.2 eV

---

# 4
ORCA calculation (the ωB97M-V functional and the def2-TZVPD basis) on a 10-piece molecular cluster, C30H64F2N6O20S2 overall at a distorted geometry.

Geometry (Å):
C1 -0.355 -0.695 -3.552
C2 -0.847 -0.724 -2.125
N1 0.231 -0.517 -1.065
C3 -0.520 -0.528 0.248
C4 1.307 -1.579 -1.106
C5 0.806 -2.958 -0.777
C6 0.874 0.813 -1.241
C7 1.519 1.467 -0.027
O1 2.257 0.508 0.686
C8 2.844 0.941 1.875
H1 -1.204 -0.740 -4.229
H2 0.339 -1.497 -3.824
H3 0.209 0.223 -3.724
H4 -1.273 -1.705 -1.925
H5 -1.546 0.109 -1.984
H6 -1.353 0.159 0.103
H7 0.188 -0.114 0.953
H8 -0.864 -1.531 0.439
H9 2.114 -1.227 -0.483
H10 1.637 -1.436 -2.138
H11 1.620 -3.654 -0.997
H12 -0.164 -3.238 -1.171
H13 0.763 -3.062 0.315
H14 0.130 1.481 -1.677
H15 1.612 0.798 -2.049
H16 0.778 2.029 0.558
H17 2.185 2.257 -0.405
H18 3.582 0.218 2.237
H19 2.132 1.100 2.691
H20 3.459 1.832 1.678
C9 -3.369 5.033 0.276
C10 -2.139 5.720 0.212
C11 -0.942 5.018 -0.428
O2 0.146 5.595 -0.512
C12 -1.132 3.735 -1.009
C13 -2.356 3.054 -0.985
C14 -3.564 3.747 -0.282
O3 -4.636 3.155 -0.312
O4 -2.538 1.926 -1.500
O5 -1.990 6.880 0.601
H21 -4.236 5.515 0.705
H22 -0.268 3.216 -1.403
N2 -4.450 -0.446 -1.015
S1 -4.592 -1.909 -1.665
O6 -5.876 -2.492 -1.438
O7 -3.457 -2.775 -1.702
F1 -4.683 -1.427 -3.203
S2 -4.223 -0.853 0.557
O8 -3.136 -1.725 0.870
O9 -5.376 -0.761 1.389
F2 -3.544 0.546 0.966
C15 4.755 6.256 2.047
N3 4.476 5.000 1.309
O10 5.284 4.092 1.397
O11 3.507 4.986 0.604
H23 5.227 6.948 1.357
H24 5.175 6.089 3.026
H25 3.763 6.706 2.181
C16 -3.453 1.369 -5.464
N4 -2.716 0.863 -6.667
O12 -1.806 0.080 -6.484
O13 -3.080 1.270 -7.754
H26 -3.322 0.640 -4.668
H27 -4.503 1.306 -5.735
H28 -3.113 2.371 -5.249
C17 6.392 -3.444 -1.410
N5 4.922 -3.590 -1.488
O14 4.242 -3.006 -0.664
O15 4.504 -4.283 -2.389
H29 6.816 -4.444 -1.426
H30 6.653 -2.950 -0.484
H31 6.709 -2.923 -2.307
C18 -1.774 3.621 -4.669
N6 -0.525 3.092 -5.299
O16 0.296 2.574 -4.570
O17 -0.410 3.176 -6.511
H32 -1.515 4.075 -3.708
H33 -2.379 2.744 -4.439
H34 -2.208 4.327 -5.362
C19 -2.867 -4.582 3.293
C20 -2.335 -3.342 3.974
O18 -0.928 -3.437 4.122
C21 -0.343 -2.224 4.539
C22 1.137 -2.259 4.180
H35 -3.955 -4.592 3.238
H36 -2.454 -4.745 2.296
H37 -2.587 -5.482 3.860
H38 -2.587 -2.453 3.381
H39 -2.852 -3.230 4.941
H40 -0.775 -1.393 3.961
H41 -0.549 -2.030 5.599
H42 1.181 -2.564 3.135
H43 1.681 -2.985 4.785
H44 1.573 -1.265 4.280
C23 -0.266 -6.886 -4.587
C24 -0.477 -5.441 -4.154
O19 -1.251 -4.779 -5.111
C25 -1.823 -3.555 -4.606
C26 -2.529 -2.803 -5.698
H45 -0.972 -7.199 -5.351
H46 0.707 -6.967 -5.091
H47 -0.234 -7.560 -3.734
H48 -0.942 -5.443 -3.155
H49 0.485 -4.921 -4.032
H50 -2.583 -3.873 -3.887
H51 -1.040 -2.914 -4.187
H52 -3.002 -1.943 -5.224
H53 -3.316 -3.420 -6.135
H54 -1.859 -2.440 -6.474
C27 1.817 2.370 9.897
C28 2.987 1.895 9.075
O20 2.762 1.937 7.695
C29 2.878 3.238 7.144
C30 2.438 3.186 5.678
H55 0.902 1.860 9.595
H56 1.984 2.172 10.958
H57 1.646 3.444 9.793
H58 3.929 2.369 9.388
H59 3.143 0.831 9.291
H60 2.292 3.966 7.710
H61 3.940 3.509 7.204
H62 3.180 3.658 5.028
H63 1.503 3.707 5.479
H64 2.351 2.157 5.332

Summary:
Charge ... -2
HOMO-LUMO gap ... 0.12334 hartree
LUMO ... 2.6 eV